A 11-piece molecular cluster, C35H83N9O13 overall in a non-equilibrium geometry, computed with the ωB97M-V functional and the def2-TZVPD basis.

XYZ file:
```
140
Properties=species:S:1:pos:R:3:forces:R:3
H -4.256409 -0.954631 -3.802973 -0.04 -0.53 0.80
C 2.505193 -1.217498 3.348368 -0.34 0.73 -0.08
H -5.382353 -4.765586 -3.441002 0.11 -0.32 0.22
C -0.015146 4.350876 -0.986935 -0.37 1.09 0.49
H -1.468756 -0.517071 0.413811 0.12 -0.30 -0.18
H -1.865463 2.825798 -4.317931 -0.41 0.43 -0.47
C 1.308799 4.882808 -1.458504 -0.07 0.66 -0.35
C 3.988204 0.092959 -0.698405 -0.36 -0.28 0.98
H 2.378680 0.907646 -2.634350 -0.02 0.31 -0.38
H 4.525678 0.721237 -1.408688 0.05 -0.13 -0.04
O 0.572374 0.995202 4.653742 -0.30 -0.28 0.31
C -2.528916 -2.720463 -1.481204 0.43 0.35 -0.75
C 1.776806 -3.351268 -4.005008 0.41 0.45 0.59
H -6.444586 -3.991941 3.111151 0.22 0.13 0.49
O 4.441565 4.171783 2.027103 1.16 -1.43 -0.25
H -3.529071 -1.376925 5.313946 -0.16 0.45 -0.47
C -4.841102 2.178114 0.842981 0.58 1.73 -0.34
H 6.741044 3.350349 0.991023 0.47 -0.17 0.16
H -2.041210 2.400705 -2.719234 -0.18 0.33 0.65
H 4.009584 3.144969 4.332896 -0.12 -0.17 0.22
N 8.681323 -1.575746 -1.999622 0.33 0.00 -0.76
H -4.965415 3.249787 0.687532 0.26 0.41 0.74
H 9.070629 -2.449317 -1.674951 -0.23 0.18 -0.15
H 2.167812 -2.195709 -2.227034 0.36 0.28 -0.63
O 7.168090 0.075051 -1.696474 0.85 -2.16 0.86
H -5.744447 -0.954799 -2.032462 0.06 -0.18 0.32
H 1.971835 5.006177 -0.602202 0.05 -0.11 0.01
H 2.610052 -0.533394 2.506288 0.31 0.13 0.13
N -3.608192 -3.492966 -2.076488 -0.61 -0.47 -0.34
C 2.111094 -3.459338 -0.188496 0.99 0.22 0.79
C 6.907376 -1.965917 -0.422361 0.14 -0.72 1.45
C 5.968711 -2.836375 3.144247 -1.32 -0.33 1.50
H -1.542763 4.072993 -3.142915 -0.25 -0.02 0.16
H 6.817026 -2.427943 3.693476 0.15 0.21 -0.60
H -1.547473 2.890615 3.352402 0.32 0.25 0.13
H 2.486582 -2.808215 -4.629039 0.12 0.37 0.23
H -6.167784 4.648900 -2.975133 0.80 -0.05 -0.20
N -4.497243 3.327137 -2.518264 -1.07 -0.32 1.57
O -5.834815 1.711416 0.016856 -0.59 -1.36 -0.51
O -5.241995 -2.900844 -0.663927 -0.52 -0.49 -0.79
H 0.144022 0.214724 0.579456 -0.15 0.41 0.25
H 3.178512 -3.468255 0.032019 0.33 0.04 -0.06
C -2.218399 3.250663 -3.378236 0.04 -0.93 -0.19
H -3.457882 -4.066423 -2.894212 0.70 0.24 -0.06
C 0.585199 -0.076951 -2.151028 -0.25 -0.89 -0.29
H -1.333713 2.347827 1.717542 -0.17 -0.48 -0.05
H 0.792193 -2.923243 -4.193250 -0.22 -0.62 -0.44
H 9.956321 -0.088103 -2.746163 0.32 -0.06 0.07
H -4.916932 1.926756 1.900884 -0.12 -0.26 0.07
H -1.680232 -3.330010 -1.170890 -0.31 -0.28 0.31
H 0.110773 -1.506712 5.291545 0.68 0.39 -0.58
H -0.104351 0.629153 -2.613677 0.27 0.79 0.25
H -5.303235 -1.221085 4.969985 0.12 0.25 0.08
O -0.122345 -0.814270 -1.167826 -0.30 0.23 0.38
H -6.544945 2.975970 -2.728798 -0.11 -0.07 -0.04
H 0.799438 -0.737895 -2.990884 -0.15 -0.61 0.16
C -0.372498 0.350046 4.182758 2.42 -0.28 1.33
H 1.943119 -4.383446 -4.313306 -0.69 -0.07 0.44
C 6.358731 2.338679 0.855223 1.21 1.08 -2.29
H -0.995394 -1.789100 3.933414 -0.07 0.28 -0.17
N -5.064855 -2.432399 2.448930 -0.79 -0.56 0.94
H -2.383157 5.501470 0.951155 0.61 -0.29 0.43
C -4.379278 -1.754062 4.745609 -0.01 -0.71 -0.19
H -0.789746 6.246385 -0.738378 0.28 -0.28 -0.13
H 6.059414 -2.532851 -0.806604 -0.32 0.73 -0.45
H -6.199817 -5.210661 -1.853617 0.22 -0.20 -0.13
H 4.593823 -0.724666 -0.307496 0.09 -0.10 -0.67
C 9.349876 -0.909569 -3.127633 0.47 0.16 0.91
H 6.640830 -1.413977 0.478984 -0.42 0.14 -0.17
N 3.616028 -2.132944 3.388339 -0.20 -1.22 0.03
O 5.113539 -0.647290 2.634757 0.03 -0.09 0.14
C 4.851285 -1.774645 3.048946 1.41 0.25 -1.29
H -6.936929 -3.033616 1.787120 0.01 0.26 -0.03
H -2.098070 -2.084426 -2.254463 -0.07 0.14 -0.11
H 1.530719 -1.674351 3.175792 0.30 -0.55 0.26
H -6.709467 -3.846071 -2.805692 -0.02 0.14 0.11
H -4.971585 -0.159780 0.320084 -0.19 -0.21 0.22
C -2.300713 5.000554 -0.013399 0.37 0.22 0.11
H -3.837740 1.988534 0.461653 0.26 -0.57 0.07
H 1.687237 -4.146794 0.543509 -0.33 0.13 -0.27
N -1.121252 0.843630 3.233776 -0.66 1.21 -1.89
H -1.094030 0.931630 -0.528636 0.13 0.15 0.06
H -1.427512 -1.002298 5.449724 -0.56 0.23 -0.27
H 8.718754 -0.403627 -3.858259 -0.55 -0.66 0.18
H 9.995355 -1.661558 -3.581469 -0.07 0.23 -0.21
H 2.477919 -0.649372 4.278205 -0.25 0.17 -0.16
N 5.406563 2.061602 1.814474 -1.48 -0.30 1.41
H -2.851257 -2.043158 -0.690340 -0.31 -0.45 -0.03
H 1.194964 5.853716 -1.940676 0.06 0.11 0.03
C -0.665879 -1.058322 4.671990 -0.45 -0.38 0.88
C 1.915541 0.507317 -1.732493 -0.40 1.12 -0.39
H 1.735183 1.370620 -1.091967 0.24 -0.02 0.59
H -6.210345 3.982423 -1.365676 0.56 -0.13 0.19
H -1.804684 0.217010 2.833326 -0.42 0.22 -0.16
O -0.200274 3.174370 -0.859037 -0.27 -1.92 0.19
H -6.171029 0.680692 -2.362664 -0.09 0.44 0.09
C -0.937927 2.238177 2.727205 -0.89 -0.65 -0.04
N 2.069553 -3.133953 -2.587797 1.06 1.35 -0.22
C -5.832398 -4.421610 -2.509741 0.13 1.12 0.32
C -5.888031 3.775438 -2.386151 -0.45 -0.63 -0.32
H 3.662527 1.483256 3.748644 0.10 0.09 -0.07
H 3.758978 0.621835 0.226709 -0.11 0.71 -0.09
C -5.790584 0.293812 -0.238130 0.34 0.87 -1.15
H 2.653298 2.881448 3.257862 0.03 -0.15 0.07
H 7.110923 1.551274 0.807250 0.29 0.28 0.40
H -7.013019 -2.281553 3.381584 0.17 -0.13 0.14
C -4.893454 -3.511927 -1.694560 0.23 0.18 1.56
H -4.194171 0.666351 -4.205401 -0.34 0.83 0.35
H 6.224830 -3.411048 2.254156 0.00 0.66 -0.23
O 1.454055 -5.083162 -1.748401 -0.20 -2.42 -0.16
H -4.791848 -2.444330 1.476604 -0.23 0.06 -0.34
H -4.524072 -2.759982 5.139649 -0.17 -0.23 -0.28
H 1.760490 4.206822 -2.184522 -0.10 -0.11 0.23
O -3.352719 -1.043462 2.652480 0.59 -0.34 0.59
C 4.564255 2.975022 2.357786 -1.04 0.97 -0.13
H 0.084548 2.606378 2.642999 0.06 -0.52 0.57
C -3.666249 3.741726 -3.450038 1.51 0.67 -1.41
H -6.779406 -0.051883 0.063269 0.20 -0.62 -0.17
C 7.605877 -1.060275 -1.378251 -1.19 2.03 -1.52
C -4.179177 -1.752313 3.230166 -1.01 0.62 -0.54
H 5.568630 -3.575581 3.838222 0.10 -0.42 0.07
C 1.902898 -3.982604 -1.575386 -1.44 0.21 0.05
C -0.675776 0.015878 -0.110820 0.71 -0.51 -0.78
H 7.497695 -2.796918 -0.036266 0.74 0.10 -0.18
C 3.662297 2.542906 3.493246 0.18 -0.15 -0.14
H 5.968056 2.342880 -0.162347 -0.33 0.03 -0.27
H -2.767360 -0.026111 -3.497343 0.02 -0.22 -0.05
C -6.438143 -2.962251 2.753668 1.24 0.22 -0.82
C -5.517768 0.070247 -1.739200 0.05 -0.30 0.17
H 5.259164 1.068133 1.921173 -0.45 0.14 0.93
O 2.786790 -0.449694 -1.208451 -0.19 -0.65 0.12
O -3.984232 4.530863 -4.317000 -0.15 0.85 -0.63
N -0.979418 5.259038 -0.642095 -0.91 0.76 0.23
H -3.136090 5.490126 -0.513952 0.21 -0.32 -0.89
O -4.135853 0.340059 -2.069540 -1.00 -0.25 -0.34
C -3.854876 -0.014509 -3.424751 0.75 0.22 -0.20
H -2.516058 3.939332 0.111246 0.27 0.15 -0.21
H 1.811221 -2.424206 -0.025155 -0.31 -0.11 -0.17
H -4.208150 2.445831 -2.118463 -0.44 -0.13 0.60
H 3.477582 -3.099880 3.645190 -0.15 0.24 0.02
```
Forces are in eV/Å.

Electronic energy = -77669.6304 eV
Orbital gap (alpha / beta) = 1.30 / 8.90 eV
2S+1 = 2
LUMO (alpha / beta) = 1.95 / 1.95 eV
Total charge = -1